{
  "formula": "C12H21O2",
  "method": "wB97M-V/def2-TZVPD",
  "symbols": ["C", "C", "C", "C", "C", "C", "C", "C", "C", "C", "C", "C", "O", "O", "H", "H", "H", "H", "H", "H", "H", "H", "H", "H", "H", "H", "H", "H", "H", "H", "H", "H", "H", "H", "H"],
  "xyz": [[0.06300, -3.16746, 0.26542], [-0.87049, -2.91919, 1.45828], [-0.15332, -1.74123, -0.24282], [-0.67741, -1.41226, 1.35383], [-1.51788, 0.73323, 1.87316], [-1.03448, 1.61728, 0.71092], [0.84276, -0.83667, -0.67661], [0.40255, 0.56929, -1.07907], [-0.79757, 3.04709, 1.19286], [2.26863, -1.08316, -0.48762], [-0.81761, 0.55687, -1.99824], [1.50793, 1.39293, -1.74899], [0.21259, 1.09992, 0.24905], [-1.74827, -0.61995, 1.48786], [-0.25793, -3.93828, -0.43055], [1.08068, -3.37521, 0.58441], [-0.57085, -3.34324, 2.41384], [-1.90198, -3.19107, 1.24485], [-1.09238, -1.67448, -0.78784], [0.20839, -1.05154, 1.88559], [-0.77647, 0.76199, 2.67893], [-2.47508, 1.09769, 2.24411], [-1.78926, 1.61167, -0.07672], [-0.01569, 3.05153, 1.94826], [-1.70612, 3.45597, 1.61969], [-0.48046, 3.67601, 0.36647], [2.78507, -0.94200, -1.43865], [2.48947, -2.07310, -0.10464], [2.68845, -0.32330, 0.17621], [-0.56008, -0.00026, -2.89541], [-1.07424, 1.57105, -2.29587], [-1.69441, 0.09857, -1.54826], [2.31093, 1.60486, -1.05349], [1.09520, 2.34280, -2.07111], [1.89929, 0.88230, -2.62136]],
  "atomic_forces_ev_per_a": [[0.02, -0.12, -0.05], [-0.04, 0.00, 0.12], [0.20, -0.43, -0.85], [0.42, -0.03, 0.37], [0.26, 0.59, -0.28], [-0.46, 0.12, 0.56], [-0.59, 0.21, 0.71], [0.02, 0.36, -0.43], [0.00, -0.46, -0.14], [0.12, -0.31, 0.08], [0.05, -0.01, 0.32], [-0.27, -0.21, 0.30], [0.31, -0.14, -0.24], [-0.12, -0.11, -0.25], [0.06, 0.00, 0.00], [0.02, 0.02, -0.01], [-0.06, 0.01, 0.03], [-0.03, 0.05, -0.03], [-0.01, 0.18, 0.06], [-0.09, 0.01, -0.01], [-0.06, -0.01, -0.01], [0.07, 0.00, 0.02], [0.08, -0.07, 0.00], [0.06, 0.04, 0.09], [-0.16, 0.13, 0.07], [0.00, 0.06, -0.08], [0.04, 0.04, -0.11], [0.03, 0.01, 0.00], [-0.02, 0.12, 0.05], [0.00, -0.05, -0.13], [0.00, 0.04, 0.00], [-0.05, -0.04, -0.02], [0.17, -0.03, 0.08], [-0.08, 0.11, -0.02], [0.10, -0.07, -0.21]],
  "mol_weight_g_mol": 197.3,
  "fmax_ev_per_a": 1.0,
  "charge": 1,
  "homo_ev": -13.28
}